No. 1
17
Properties=species:S:1:pos:R:3:forces:R:3 method="wB97M-V/def2-TZVPD" lumo_energy_ha=0.0275 multiplicity=1 de_lowest_kcal_mol=160.2 homo_lumo_gap_ev=9.57 total_energy_ev=-10909.63025
O -2.941440 -0.175607 -0.181918 -0.69 3.28 -2.96
C -1.773635 -0.398754 0.484383 -0.61 0.65 2.33
C -0.402840 -0.859513 0.138046 0.61 -0.07 -2.94
N 0.612838 -0.873899 -0.907478 -0.11 -1.41 -1.81
C 1.748200 -0.185334 -0.166858 1.24 -4.01 0.87
C 0.955152 0.910122 0.693362 1.93 3.50 1.36
C -0.552183 0.632011 0.289499 0.48 -0.39 2.19
O -0.828481 1.266300 -0.907299 1.19 -0.35 -0.98
H -2.998331 0.741239 -0.863851 1.26 -4.06 3.07
H -2.060499 -0.848438 1.531448 0.76 1.11 -1.98
H 0.020558 -1.241788 1.015531 0.28 -0.77 1.58
H 0.836333 -1.842127 -1.313550 -0.18 2.13 1.02
H 2.669211 0.110869 -0.798299 -1.98 0.05 0.73
H 2.197084 -1.249760 0.378329 -0.74 3.48 -0.21
H 1.252953 1.968628 0.233096 -0.78 -2.14 0.75
H 1.352549 1.146423 1.855091 -1.41 -1.44 -3.02
H -0.087463 0.899627 -1.479532 -1.28 0.42 0.02

No. 2
64
Properties=species:S:1:pos:R:3:forces:R:3 method="wB97M-V/def2-TZVPD" lumo_energy_ha="-0.1098 / -0.0959" charge=+1 multiplicity=1 homo_lumo_gap_ev="6.79 / 6.87" total_energy_ev=-75049.35087
W 0.281527 0.016721 -0.498842 0.16 -0.40 -0.67
N 4.134251 1.769612 -0.395401 -0.09 -0.06 0.02
C 4.552562 0.561101 0.116805 0.05 0.04 0.02
C 3.440109 -0.198530 0.278127 -0.07 -0.05 -0.05
N 2.339604 0.529330 -0.115374 -0.01 0.05 0.04
C 2.794012 1.705428 -0.530188 0.02 -0.04 0.01
C 1.818815 2.557995 -1.140347 0.00 0.02 -0.09
N 0.598673 2.050479 -1.231197 0.11 -0.07 0.11
C -0.150075 2.951527 -1.952482 -0.08 -0.01 0.15
C 0.626540 4.020562 -2.260806 0.08 0.00 -0.17
N 1.882621 3.752507 -1.762830 -0.10 -0.09 0.19
H 4.729618 2.544954 -0.628360 0.00 0.00 -0.01
H 5.587318 0.358619 0.323625 0.01 0.00 0.01
H 3.344214 -1.207950 0.631176 0.01 -0.01 0.01
H -1.186781 2.767537 -2.163322 0.00 0.05 -0.01
H 0.406894 4.933125 -2.783785 -0.01 -0.01 -0.03
H 2.689468 4.345013 -1.849885 -0.01 0.03 0.01
N 0.913062 -2.982786 -3.488122 0.01 -0.09 0.04
C -0.372069 -2.390763 -2.926280 0.02 -0.16 -0.17
C -1.592692 -3.052050 -3.539411 -0.03 0.04 0.05
P -0.219214 -2.579422 -1.101144 0.01 0.47 0.11
O -0.456408 -4.136167 -0.945302 -0.02 -0.02 -0.08
O 1.188842 -2.128030 -0.781038 0.12 0.02 0.08
O -1.211777 -1.692287 -0.400123 -0.18 -0.04 0.11
P -0.191012 -0.567129 -3.254351 -0.05 0.17 0.41
O -0.546120 -0.400934 -4.795116 -0.03 -0.07 -0.03
O 1.257397 -0.305890 -2.997931 0.19 -0.04 -0.01
O -1.142816 0.164215 -2.348211 -0.07 0.12 0.02
H 0.879433 -3.034728 -4.508115 0.02 0.05 0.01
H 1.097405 -3.918388 -3.118473 -0.02 0.01 -0.02
H 1.669261 -2.337481 -3.201428 0.01 0.02 -0.01
H -1.619227 -4.122438 -3.333675 0.01 0.00 0.00
H -1.631125 -2.886116 -4.617343 0.00 -0.01 0.00
H -2.484358 -2.607433 -3.095866 0.00 -0.01 -0.01
H -0.469300 -4.443521 -0.027083 0.03 -0.03 0.07
H -1.421445 -0.032450 -4.965345 -0.06 0.03 -0.01
C -3.001447 1.600216 -0.185920 0.01 0.02 0.06
Si -1.411083 1.439768 0.831307 -0.07 0.02 -0.08
C -0.817518 3.197391 1.239047 -0.02 -0.04 0.06
C -1.911250 0.734924 2.493884 -0.03 -0.03 -0.02
C -3.013367 1.195156 3.221620 -0.02 0.00 -0.02
C -3.301157 0.672508 4.469453 0.06 -0.09 0.07
C -2.481029 -0.314279 5.015426 -0.08 0.08 -0.03
C -1.385277 -0.770503 4.304874 0.00 -0.01 0.00
C -1.093451 -0.255115 3.037724 0.02 -0.03 -0.07
Si 0.372891 -0.810591 2.005966 0.07 0.12 -0.06
C 1.913987 -0.319444 3.000056 -0.08 -0.02 0.07
C 0.353892 -2.711172 2.130925 0.08 0.08 0.14
H -3.633900 2.392728 0.223682 -0.01 0.00 0.00
H -3.560022 0.663555 -0.130954 0.02 -0.02 0.00
H -2.837398 1.808254 -1.242849 0.00 0.02 0.00
H -1.481975 3.596415 2.010174 0.00 0.01 0.00
H -0.842187 3.893126 0.400087 0.02 -0.02 -0.04
H 0.190880 3.197638 1.661317 0.02 -0.03 0.00
H -3.658006 1.967085 2.813870 0.00 0.00 -0.02
H -4.159727 1.028118 5.024677 -0.01 0.00 0.00
H -2.703707 -0.721118 5.993598 0.00 0.00 0.01
H -0.756267 -1.535864 4.747724 0.01 -0.01 -0.01
H 1.653089 -0.451262 4.054092 0.01 0.01 0.01
H 2.205589 0.723998 2.869685 -0.02 0.02 -0.04
H 2.783544 -0.948957 2.811373 0.02 0.00 -0.03
H 0.475634 -2.961355 3.189155 -0.02 -0.03 -0.02
H 1.172581 -3.193379 1.594040 -0.01 0.00 -0.05
H -0.610530 -3.122058 1.823383 -0.02 0.01 -0.03

No. 3
52
Properties=species:S:1:pos:R:3:forces:R:3 method="wB97M-V/def2-TZVPD" lumo_energy_ha=-0.0531 multiplicity=1 de_lowest_kcal_mol=6.2 homo_lumo_gap_ev=7.20 total_energy_ev=-51726.32625
C -1.832597 -3.906811 0.068870 -0.07 -0.21 0.01
C -0.919211 -2.747262 -0.142928 0.06 -0.13 0.00
C 0.446271 -2.915879 -0.356807 -0.23 0.15 0.03
C 1.283361 -1.833758 -0.548223 -0.09 0.23 -0.01
C 0.765781 -0.540070 -0.532410 -0.35 -0.33 0.07
N 1.653758 0.526397 -0.723457 0.43 -0.36 -0.08
C 1.404274 1.852992 -0.728321 0.74 0.17 -0.04
O 0.329722 2.391711 -0.601580 -0.22 0.19 -0.02
C 2.679517 2.696366 -0.938635 -0.57 0.50 0.10
O 3.839514 1.893672 -0.777536 0.03 -0.15 -0.29
C 4.779214 2.260986 0.098097 0.05 0.01 0.18
O 4.863503 3.325902 0.643480 0.12 -0.22 -0.11
C 5.692898 1.116744 0.316074 0.90 0.32 0.58
C 6.923730 1.020697 0.927886 -0.86 0.29 -0.39
C 7.278360 -0.338561 0.884115 -0.59 -0.78 -0.44
C 6.229052 -0.967520 0.253789 0.86 1.18 0.61
N 5.994861 -2.338224 -0.046320 -0.19 -0.14 -0.09
O 4.929365 -2.611907 -0.553672 -0.28 -0.17 -0.17
O 6.875655 -3.118950 0.236007 0.24 -0.08 0.09
O 5.275827 -0.092576 -0.090183 -0.23 -0.54 -0.22
C -0.596105 -0.352395 -0.322088 0.12 0.30 -0.04
C -1.411619 -1.447317 -0.131454 -0.32 0.10 0.05
S -3.170074 -1.183429 0.153785 0.41 0.28 -0.07
O -3.465239 -1.625657 1.490071 0.11 0.29 0.03
O -3.889859 -1.795200 -0.930445 0.10 0.27 -0.11
N -3.302002 0.473494 0.061653 0.04 -1.18 0.07
C -3.970403 1.015061 -1.101084 -0.34 -0.14 -0.65
C -5.482277 1.088087 -0.891403 0.17 0.23 0.04
C -5.792836 1.887015 0.372419 -0.08 -0.25 0.03
C -5.076211 1.263832 1.568349 0.14 0.21 -0.12
C -3.575450 1.183573 1.291759 -0.11 -0.04 0.73
H -2.344162 -3.801639 1.024118 -0.02 -0.15 0.05
H -1.285763 -4.845991 0.047817 0.00 -0.05 0.01
H -2.601934 -3.914261 -0.701460 -0.03 -0.14 -0.02
H 0.861759 -3.912216 -0.371892 0.01 -0.12 0.01
H 2.340241 -1.995702 -0.708813 0.13 0.01 -0.01
H 2.617505 0.246501 -0.866006 -0.18 0.18 0.07
H 2.665526 3.101588 -1.955399 0.03 -0.07 0.15
H 2.688211 3.529124 -0.228396 -0.07 -0.19 -0.13
H 7.484791 1.829977 1.347108 0.07 0.20 0.08
H 8.165477 -0.805685 1.259645 0.14 -0.13 0.05
H -1.016698 0.637951 -0.305746 0.06 0.03 -0.02
H -3.731721 0.362051 -1.940361 -0.03 0.24 -0.12
H -3.557363 2.012062 -1.290496 0.03 -0.06 -0.01
H -5.860889 0.069510 -0.788462 -0.06 -0.02 -0.07
H -5.952615 1.547413 -1.762337 -0.02 -0.04 -0.04
H -6.869956 1.906889 0.548842 0.01 0.09 -0.01
H -5.452657 2.918039 0.242575 -0.04 0.09 0.00
H -5.446296 0.250566 1.735134 -0.04 -0.01 0.08
H -5.252337 1.851150 2.470993 0.00 -0.04 0.05
H -3.067597 0.644807 2.091534 0.01 0.26 0.08
H -3.144305 2.186852 1.201814 0.03 -0.06 0.00

No. 4
65
Properties=species:S:1:pos:R:3:forces:R:3 method="wB97M-V/def2-TZVPD" lumo_energy_ha=0.1313 charge=-2 multiplicity=1 de_lowest_kcal_mol=90.9 homo_lumo_gap_ev=8.61 total_energy_ev=-69461.33733
O 14.129000 -7.417000 -12.847000 -1.22 -0.42 -2.07
C 14.456000 -6.284000 -12.613000 -0.51 -6.40 0.16
O 15.453000 -6.130000 -11.866000 3.14 2.85 2.34
B 15.314000 -4.748000 -11.405000 0.76 0.55 1.76
O 14.147000 -4.164000 -12.071000 1.86 1.93 1.47
C 13.680000 -5.115000 -12.731000 -2.45 0.70 -1.79
O 12.672000 -5.075000 -13.354000 -1.33 0.80 -1.32
O 16.534000 -3.979000 -11.579000 -2.92 -2.77 -5.99
C 16.983000 -3.704000 -10.480000 4.01 4.61 2.94
O 17.920000 -2.936000 -10.417000 1.24 -0.33 1.29
C 16.005000 -4.003000 -9.443000 2.33 2.87 7.84
O 15.073000 -4.630000 -9.923000 -4.02 -3.28 -3.35
O 16.029000 -3.587000 -8.263000 0.66 -1.22 -2.80
O 18.184000 -5.382000 -7.182000 1.37 -2.73 0.17
C 17.855000 -6.542000 -7.492000 0.20 7.26 1.43
O 17.267000 -6.684000 -8.611000 -1.54 -2.13 -3.13
B 16.261000 -7.750000 -8.422000 0.34 -0.18 0.32
O 16.409000 -8.172000 -7.008000 -2.43 -1.35 -2.89
C 17.379000 -7.520000 -6.539000 2.10 -1.04 4.67
O 17.759000 -7.673000 -5.404000 0.70 0.35 0.06
O 14.868000 -7.296000 -8.646000 2.76 1.43 1.83
C 14.457000 -7.948000 -9.633000 -6.36 0.02 -1.51
O 13.240000 -7.934000 -9.888000 1.81 0.04 -0.82
C 15.407000 -8.957000 -10.097000 -2.10 -5.48 -0.69
O 16.433000 -8.889000 -9.354000 2.89 1.44 1.35
O 15.040000 -10.038000 -10.570000 0.58 2.28 -0.76
O 16.424000 -0.758000 -11.226000 0.09 0.18 -0.90
H 15.641000 -1.156000 -11.639000 -0.25 0.13 0.10
H 17.139000 -1.331000 -11.511000 0.44 -0.12 0.21
O 12.383000 -2.751000 -9.593000 -1.20 1.86 1.41
H 12.341000 -3.687000 -9.601000 0.41 -1.90 0.21
H 12.930000 -2.472000 -10.293000 1.35 0.60 -1.29
O 18.498000 -1.435000 -7.922000 0.37 -0.20 1.24
H 18.758000 -1.792000 -8.762000 0.11 -0.43 -0.95
H 18.254000 -2.238000 -7.428000 -0.02 0.23 -0.13
O 10.533000 -3.668000 -11.342000 -0.49 0.18 -0.45
H 11.021000 -4.474000 -11.513000 0.00 -0.36 -0.13
H 11.135000 -3.157000 -10.780000 -0.15 0.20 0.20
O 11.081000 -7.656000 -11.795000 -0.11 0.96 1.54
H 11.048000 -8.186000 -12.563000 -0.23 -0.85 -1.69
H 11.949000 -7.860000 -11.437000 0.26 -0.04 0.43
O 14.106000 -1.745000 -6.742000 -1.76 -0.62 1.25
H 14.755000 -1.778000 -7.432000 0.69 -0.02 -1.03
H 13.515000 -2.528000 -6.831000 1.00 0.91 -0.17
O 13.878000 -1.264000 -11.799000 0.30 -3.45 -0.51
H 13.629000 -1.521000 -12.701000 -0.15 0.06 0.00
H 13.765000 -0.366000 -11.717000 -0.55 3.28 0.30
O 11.585000 -8.330000 -14.494000 -2.29 -0.90 -1.10
H 12.427000 -8.098000 -14.204000 2.55 0.61 0.98
H 11.156000 -7.481000 -14.676000 -0.19 0.10 -0.01
O 12.216000 -5.361000 -9.661000 -2.18 0.80 0.01
H 11.355000 -5.797000 -9.502000 0.49 0.44 -0.32
H 12.810000 -6.072000 -9.580000 1.50 -1.71 0.25
O 14.956000 -4.919000 -5.904000 2.79 1.17 0.24
H 14.150000 -5.307000 -6.116000 -2.02 -0.95 -0.98
H 15.382000 -4.553000 -6.721000 -0.79 -0.26 0.69
O 13.130000 -2.344000 -14.537000 -0.06 1.25 -1.02
H 12.559000 -2.077000 -15.293000 0.57 -0.50 1.03
H 12.833000 -3.192000 -14.221000 -0.54 -0.77 0.22
O 10.582000 -5.727000 -14.489000 -0.63 0.31 -0.89
H 10.370000 -4.960000 -15.039000 -0.15 -0.36 0.15
H 11.443000 -5.492000 -14.101000 -0.39 -0.28 0.16
O 16.014000 -0.821000 -8.604000 -0.06 0.29 0.97
H 16.930000 -1.038000 -8.333000 -0.48 0.21 0.17
H 16.081000 -0.886000 -9.552000 -0.11 0.14 -0.74

No. 5
61
Properties=species:S:1:pos:R:3:forces:R:3 method="wB97M-V/def2-TZVPD" lumo_energy_ha="0.0791 / -0.0222" charge=-1 multiplicity=5 homo_lumo_gap_ev="5.34 / 4.34" s2=6.039 total_energy_ev=-148004.17444
Ir 0.966041 -1.621556 -0.353811 0.10 -1.17 -1.41
C -2.270743 1.314249 -4.235743 -0.13 0.12 -0.02
C -1.247262 0.765970 -4.998778 -0.22 0.17 0.02
C -0.302832 -0.048103 -4.422671 0.24 -0.23 0.17
C -0.343419 -0.342139 -3.041018 -0.52 0.49 -0.54
C -1.414662 0.178082 -2.298052 0.25 -0.34 0.22
C -2.349926 1.001983 -2.885756 -0.11 0.13 -0.10
N 0.628836 -1.105101 -2.456874 0.37 -0.69 1.99
N 1.555042 -1.558200 -3.275948 -0.26 0.39 -1.40
C 2.557951 -2.235260 -2.716412 0.21 -0.17 1.13
C 3.596016 -2.754670 -3.509726 -0.21 0.11 -0.15
C 4.633106 -3.452090 -2.935676 0.04 -0.05 -0.04
C 4.657676 -3.656213 -1.564443 -0.07 -0.08 0.03
C 3.637162 -3.144900 -0.769023 0.29 -0.16 0.45
C 2.586497 -2.422979 -1.295955 -0.35 0.33 -0.29
H -3.004924 1.964721 -4.688472 -0.07 0.05 -0.04
H -1.193050 0.988778 -6.057153 0.03 -0.03 -0.04
H 0.488231 -0.492329 -5.004802 0.04 0.07 -0.03
H -1.526438 -0.112914 -1.258134 0.00 0.07 -0.26
H -3.155819 1.406637 -2.287131 -0.05 -0.02 0.09
H 3.549855 -2.596171 -4.575832 -0.01 0.05 -0.15
H 5.426962 -3.847185 -3.555334 0.05 -0.02 -0.07
H 5.453199 -4.226694 -1.112504 0.14 -0.06 0.09
H 3.687359 -3.323855 0.297499 0.02 0.09 -0.02
S -0.902791 -4.601381 3.247899 0.70 -0.49 -0.27
Sb 0.722197 -4.388494 1.636849 -1.56 2.70 -0.38
S 1.873941 -2.207463 1.745177 -0.41 -1.12 0.25
S -0.292291 -3.861645 -0.492997 0.78 0.31 0.70
S 2.199618 -6.139207 1.590723 0.56 -0.82 0.07
C -0.042166 0.001048 5.750674 0.00 0.03 0.10
C -0.501965 -1.109526 5.064240 -0.11 -0.05 -0.06
C -0.621894 -1.071432 3.686509 -0.13 -0.14 -0.30
C -0.260917 0.067684 2.978680 0.02 -0.15 0.02
C 0.176252 1.184670 3.674119 0.08 0.23 -0.37
C 0.282292 1.152318 5.054276 0.05 0.11 0.04
As -0.444493 0.014274 1.033662 0.12 0.64 0.41
C -2.171783 0.913175 1.030243 -0.27 0.03 -0.30
C -3.403966 0.347875 1.301207 0.11 -0.25 0.00
C -4.541135 1.140038 1.293412 -0.10 0.01 0.02
C -4.439335 2.496040 1.021792 -0.06 0.09 -0.01
C -3.208271 3.068429 0.745208 0.06 0.03 0.00
C -2.063705 2.280808 0.736964 -0.31 -0.33 0.09
C -0.712139 2.730651 0.408808 0.58 -0.12 -0.05
C -0.345693 4.002893 -0.014223 -0.14 -0.04 0.04
C 0.967546 4.261848 -0.367026 0.01 0.11 -0.02
C 1.924824 3.260826 -0.312912 0.05 0.02 0.01
C 1.575623 1.993009 0.123625 0.08 -0.29 0.07
C 0.268888 1.730246 0.498110 0.00 0.33 -0.05
H 0.062468 -0.026355 6.825914 0.00 -0.02 0.09
H -0.760310 -2.021024 5.581078 -0.02 -0.09 0.09
H -0.985119 -1.953387 3.163213 0.14 0.08 0.11
H 0.440633 2.091129 3.139680 0.03 -0.04 0.00
H 0.630419 2.034360 5.575078 0.02 0.01 0.07
H -3.477145 -0.714680 1.503632 -0.04 0.01 0.02
H -5.508807 0.698881 1.490935 -0.02 -0.02 0.02
H -5.328266 3.113696 1.014266 -0.02 0.00 0.01
H -3.140506 4.127162 0.528529 -0.02 0.01 -0.01
H -1.085836 4.788613 -0.085418 -0.03 0.03 -0.02
H 1.243388 5.253516 -0.700779 0.01 0.02 -0.03
H 2.939318 3.463565 -0.623428 0.08 0.02 0.00
H 2.316267 1.197783 0.154028 -0.04 0.08 0.00